[1]
Density functional theory data (ωB97M-V/def2-TZVPD) for a 2-piece molecular cluster, C8H5N2O4 overall.

```
19
Properties=species:S:1:pos:R:3:lowdin_charge:R:1
O 3.1771 2.5069 -0.0754 -0.014
C 2.3847 1.5956 0.1244 -0.253
C 0.9417 1.6961 0.0953 -0.367
N -0.0348 0.7419 -0.0298 0.036
C -1.1958 1.4353 -0.0484 -0.151
C -0.9019 2.8274 0.1005 -0.185
N 0.4320 2.9606 0.1778 0.066
H 2.7437 0.5583 0.3797 0.109
H -2.1861 1.0749 -0.1880 0.072
H -1.5643 3.6687 0.1399 0.065
C 0.1978 -1.3435 -0.4073 -0.047
C -0.8917 -1.9229 -0.9905 -0.010
C -1.3704 -3.0055 -0.1108 -0.435
O -2.1932 -3.8931 -0.2409 0.079
O -0.6111 -2.9074 1.0852 0.081
C 0.3279 -1.8794 0.9707 -0.390
O 1.0200 -1.4854 1.9012 0.112
H 1.0609 -0.8827 -0.9191 0.124
H -1.3365 -1.7459 -1.9646 0.108
```

Calculated values
Total charge: -1
E, eV: -19547.6880
HOMO energy, eV: -4.696

***

[2]
Density functional theory data (ωB97M-V/def2-TZVPD) for C8H5N2O4S as an isolated structure.

```
20
Properties=species:S:1:pos:R:3:lowdin_charge:R:1
C 1.1615 -1.0048 2.2879 -0.633
C -0.6972 -1.5563 -0.3613 -0.199
C 0.5266 -1.5145 -0.7537 0.053
C 0.3086 1.1603 -0.2221 -0.068
C -0.9738 0.9268 0.0973 -0.088
C -2.0983 2.0204 0.0884 -0.771
C -1.4536 -0.5214 0.2902 -0.154
C 1.3646 0.1754 -0.1987 -0.518
N 0.5351 -1.5202 3.0989 0.104
N 2.2759 0.4673 -1.2602 -0.391
O -3.1844 1.4789 -0.0048 -0.038
O 1.9214 0.9666 -2.3545 0.066
O -1.7033 3.1355 0.2169 0.017
O 3.4161 0.0043 -1.1075 -0.024
S 2.2972 -0.4182 1.2041 1.019
H -1.2730 -2.3800 -0.6232 0.091
H 0.9445 -2.4095 -1.2281 0.098
H 0.5602 2.1410 -0.7044 0.140
H -2.6110 -0.4994 0.0676 0.148
H -1.3171 -0.6523 1.4673 0.149
```

Calculated values
Total charge: -1
E, eV: -30377.5889
HOMO energy, eV: -5.020